A molecular structure, C40H43FN4O3PRuSi at a distorted geometry, computed with ωB97M-V/def2-TZVPD.

```
94
Properties=species:S:1:pos:R:3:lowdin_spin:R:1
Ru -0.233 -1.401 2.062 0.793
F -0.874 2.949 -3.246 0.000
C 0.216 2.854 -2.452 0.000
C 0.144 1.965 -1.409 0.000
C 1.197 1.858 -0.497 0.001
C 1.026 1.043 0.677 0.003
O -0.059 0.390 0.832 0.018
C 2.085 1.122 1.634 0.000
C 3.208 1.843 1.370 0.000
N 3.406 2.499 0.195 -0.001
C 4.680 3.113 -0.063 0.000
C 5.923 2.311 0.173 0.000
C 5.495 2.621 -1.227 0.000
C 2.373 2.610 -0.712 0.000
C 2.440 3.463 -1.811 0.000
C 1.353 3.637 -2.680 0.000
N 1.482 4.567 -3.733 0.000
C 1.803 5.943 -3.385 0.000
C 2.661 6.534 -4.521 0.000
N 2.479 5.667 -5.711 0.000
C 1.039 5.429 -5.954 0.000
C 0.508 4.543 -4.813 0.000
C 1.853 0.507 3.024 0.000
O 1.854 1.288 3.960 -0.003
O 1.619 -0.734 3.042 0.000
H -0.745 1.376 -1.251 0.000
H 4.006 1.912 2.095 0.000
H 4.702 4.174 0.165 0.000
H 5.811 1.297 0.526 0.000
H 6.784 2.818 0.575 0.000
H 5.090 1.817 -1.824 0.000
H 6.069 3.342 -1.790 0.000
H 3.344 4.019 -1.997 0.000
H 2.342 5.980 -2.440 0.000
H 0.883 6.529 -3.264 0.000
H 3.719 6.552 -4.261 0.000
H 2.339 7.546 -4.764 0.000
H 2.889 4.750 -5.479 0.000
H 2.944 6.058 -6.535 0.000
H 0.900 4.932 -6.913 0.000
H 0.527 6.392 -5.981 0.000
H 0.392 3.513 -5.150 0.000
H -0.476 4.912 -4.497 0.000
N -1.120 0.192 3.744 0.000
C -2.427 0.019 4.315 0.001
C -2.989 0.978 5.147 0.000
C -4.238 0.764 5.706 0.001
C -4.938 -0.402 5.438 0.000
C -4.395 -1.360 4.602 0.001
C -3.144 -1.148 4.027 0.000
P -2.350 -2.336 2.905 0.031
C -2.728 -1.680 1.227 -0.004
C -3.275 -0.417 0.987 -0.001
C -3.522 -0.006 -0.313 -0.001
C -3.206 -0.829 -1.381 -0.003
C -2.667 -2.088 -1.154 0.000
C -2.426 -2.517 0.135 -0.002
C -3.327 -3.859 3.058 0.013
C -4.416 -4.144 2.236 0.002
C -5.159 -5.286 2.469 0.001
C -4.822 -6.143 3.507 0.001
C -3.734 -5.863 4.319 0.000
C -2.983 -4.725 4.095 0.002
H -0.405 0.068 4.470 0.000
H -1.008 1.149 3.406 0.001
H -2.441 1.885 5.367 0.000
H -4.665 1.508 6.360 0.000
H -5.909 -0.564 5.878 0.000
H -4.938 -2.267 4.388 0.000
H -3.535 0.228 1.816 0.000
H -3.974 0.960 -0.485 0.000
H -3.391 -0.493 -2.389 0.000
H -2.450 -2.742 -1.985 0.000
H -2.035 -3.512 0.322 0.000
H -4.683 -3.472 1.433 0.000
H -6.009 -5.506 1.840 0.000
H -5.410 -7.031 3.679 0.000
H -3.472 -6.533 5.124 0.000
H -2.127 -4.497 4.717 0.001
C 2.728 -3.772 -2.497 0.003
Si 1.640 -4.710 -1.241 0.018
C 0.071 -5.362 -2.133 0.000
C 2.590 -6.119 -0.372 0.006
C 1.042 -3.562 0.093 0.127
C 0.568 -2.886 1.000 -0.010
H 3.071 -4.451 -3.273 0.000
H 3.604 -3.339 -2.025 0.000
H 2.179 -2.968 -2.981 0.000
H 0.336 -6.159 -2.817 0.000
H -0.407 -4.575 -2.706 0.000
H -0.653 -5.754 -1.427 0.000
H 2.936 -6.848 -1.099 0.001
H 1.959 -6.631 0.346 0.000
H 3.454 -5.734 0.158 0.000
```

The charge is +2. The spin multiplicity is 2. For the gap between HOMO and LUMO (spin up / spin down), the calculation gives 0.2533 / 0.2521 Eh.

---

A molecular structure, C39H52BrN3O5PtSi4, computed with ωB97M-V/def2-TZVPD.

```
105
Properties=species:S:1:pos:R:3:lowdin_charge:R:1
Pt 0.015 -0.517 0.981 0.983
C 2.101 2.605 -1.002 -0.048
O 0.724 2.242 -0.976 -0.090
C -0.194 3.237 -1.018 -0.225
C 0.110 4.584 -1.015 -0.059
C -0.942 5.495 -0.940 -0.677
Br -0.540 7.346 -0.910 0.753
C -2.246 5.091 -0.838 -0.112
C -2.564 3.732 -0.878 -0.083
C -1.539 2.812 -1.011 -0.176
O -1.706 1.455 -1.142 0.048
C -3.989 3.396 -0.722 -0.256
N -4.908 4.310 -0.556 0.179
C -6.092 3.621 -0.375 -0.232
C -7.380 4.099 -0.131 -0.014
C -8.392 3.174 0.019 -0.094
C -8.146 1.794 -0.075 -0.094
C -6.878 1.302 -0.318 -0.026
C -5.864 2.243 -0.460 -0.200
N -4.510 2.124 -0.689 0.188
H 2.357 3.257 -0.162 0.101
H 2.352 3.103 -1.941 0.104
H 2.653 1.676 -0.902 0.084
H 1.131 4.933 -1.045 0.103
H -3.052 5.803 -0.748 0.111
H -2.289 1.101 -0.465 0.047
H -7.566 5.163 -0.066 0.111
H -9.401 3.512 0.216 0.099
H -8.969 1.102 0.045 0.100
H -6.688 0.238 -0.387 0.110
H -4.043 1.258 -0.884 0.139
C 2.383 -3.176 3.276 -0.215
Si 1.091 -3.936 2.134 0.352
C 1.561 -5.722 1.785 -0.208
C -0.551 -3.924 3.070 -0.210
Si 0.928 -2.600 0.211 0.391
Si -0.746 -3.717 -1.039 0.350
C -2.259 -4.178 -0.014 -0.209
C -1.232 -2.546 -2.438 -0.212
C -0.139 -5.340 -1.772 -0.207
Si 2.836 -2.419 -1.173 0.370
C 3.392 -4.162 -1.621 -0.207
C 2.366 -1.514 -2.755 -0.208
C 4.328 -1.607 -0.391 -0.204
H 2.495 -3.735 4.208 0.033
H 2.089 -2.154 3.531 0.010
H 3.360 -3.121 2.789 0.028
H 1.759 -6.212 2.742 0.034
H 2.455 -5.814 1.166 0.018
H 0.753 -6.267 1.293 0.017
H -0.360 -3.930 4.146 0.032
H -1.160 -4.798 2.832 0.022
H -1.145 -3.036 2.845 0.000
H -2.624 -3.395 0.646 -0.004
H -2.039 -5.052 0.603 0.024
H -3.079 -4.445 -0.689 0.038
H -1.320 -1.519 -2.074 0.007
H -2.183 -2.820 -2.902 0.032
H -0.469 -2.554 -3.218 0.016
H 0.241 -6.013 -1.001 0.017
H 0.650 -5.188 -2.506 0.008
H -0.961 -5.850 -2.282 0.035
H 2.681 -4.695 -2.248 0.004
H 3.586 -4.774 -0.738 0.019
H 4.329 -4.080 -2.181 0.036
H 1.871 -2.189 -3.457 0.020
H 3.264 -1.125 -3.242 0.031
H 1.693 -0.675 -2.567 0.024
H 4.735 -2.236 0.406 0.033
H 4.110 -0.634 0.042 -0.003
H 5.105 -1.485 -1.152 0.036
O -2.853 -1.073 0.624 0.094
C -1.724 -0.952 0.741 -0.441
C -5.012 1.884 3.018 -0.033
C -3.671 2.489 2.703 -0.214
C -3.595 3.809 2.279 -0.040
C -2.371 4.399 2.001 -0.067
C -1.218 3.645 2.088 -0.013
C -1.290 2.305 2.445 -0.214
N -0.079 1.529 2.334 0.018
C 0.690 1.226 3.501 -0.194
C 0.160 1.363 4.776 -0.013
C 0.937 1.055 5.884 -0.064
C 2.252 0.645 5.731 -0.072
C 2.787 0.542 4.456 -0.020
C 2.011 0.807 3.336 -0.098
C 2.645 0.620 1.986 -0.581
O 3.776 1.016 1.791 0.084
O 1.957 0.005 1.050 -0.310
C -2.500 1.720 2.823 -0.174
C -2.578 0.335 3.406 -0.053
H -5.813 2.591 2.808 0.081
H -5.082 1.587 4.068 0.088
H -5.198 0.988 2.420 0.077
H -4.507 4.385 2.181 0.116
H -2.321 5.444 1.729 0.114
H -0.255 4.083 1.852 0.128
H 0.510 1.933 1.611 0.107
H -0.847 1.734 4.906 0.110
H 0.509 1.153 6.873 0.107
H 2.858 0.411 6.595 0.105
H 3.817 0.247 4.304 0.126
H -1.640 -0.212 3.312 0.051
H -3.372 -0.256 2.949 0.070
H -2.809 0.396 4.473 0.099
```

The relative energy (zero: lowest compared OMol25 entry of this formula, charge and spin) is 1.1390 eV. For the gap between HOMO and LUMO, the calculation gives 0.2996 Eh.

---

13 unconnected molecules or ions with the total composition C19H64N4O13 at a distorted geometry, computed with ωB97M-V/def2-TZVPD.

```
100
Properties=species:S:1:pos:R:3:lowdin_charge:R:1
C -2.027 1.863 -3.814 -0.080
C -0.642 1.787 -4.348 -0.339
O 0.209 1.231 -3.390 -0.079
H -2.648 2.231 -4.572 0.057
H -2.026 2.610 -2.989 0.087
H -2.471 0.864 -3.488 0.091
H -0.532 2.809 -4.565 0.085
H -0.635 1.241 -5.354 0.139
H 1.077 1.378 -3.710 0.064
C -4.007 3.180 0.698 -0.081
C -3.070 2.245 -0.025 -0.283
O -1.702 2.746 -0.017 -0.111
H -4.150 4.027 0.031 0.070
H -3.606 3.470 1.662 0.060
H -5.034 2.819 0.729 0.076
H -3.460 2.054 -1.038 0.100
H -3.134 1.286 0.527 0.097
H -1.230 2.044 0.412 -0.025
C 1.745 -4.193 -0.816 -0.073
C 0.335 -4.729 -1.035 -0.304
O -0.494 -3.923 -0.253 -0.113
H 1.910 -3.169 -1.175 0.054
H 2.441 -4.760 -1.388 0.072
H 2.091 -4.341 0.182 0.082
H 0.410 -5.782 -0.740 0.116
H -0.061 -4.819 -2.042 0.107
H -1.427 -4.083 -0.555 0.109
C -0.309 -2.265 -3.985 -0.059
C 1.175 -2.548 -3.972 -0.255
O 1.721 -1.389 -3.332 -0.103
H -0.663 -1.341 -4.382 0.076
H -0.690 -2.376 -3.019 0.023
H -0.807 -2.958 -4.581 0.067
H 1.653 -2.646 -4.957 0.123
H 1.352 -3.469 -3.436 0.084
H 2.682 -1.468 -3.342 0.099
C 2.313 2.585 2.157 -0.078
C 2.363 1.588 3.243 -0.323
O 2.446 2.241 4.495 -0.070
H 1.365 3.130 2.221 0.080
H 2.481 2.184 1.184 0.042
H 3.078 3.285 2.340 0.065
H 3.316 1.038 3.065 0.098
H 1.495 0.888 3.238 0.116
H 3.150 2.886 4.422 0.075
C -1.699 1.506 3.781 -0.078
C -1.278 2.881 3.457 -0.328
O -0.643 3.368 4.584 -0.036
H -2.317 1.415 4.678 0.097
H -0.931 0.739 3.848 0.049
H -2.264 1.184 2.902 0.073
H -2.130 3.503 3.420 0.097
H -0.688 2.876 2.545 0.093
H -0.315 2.668 5.071 0.031
C 3.560 -1.411 1.848 -0.689
O 2.830 -1.945 2.884 -0.132
N 3.051 -1.277 0.672 0.171
N 4.761 -0.952 1.991 0.122
H 2.033 -1.512 0.557 0.058
H 3.522 -0.803 -0.131 0.107
H 5.166 -0.984 2.996 0.162
H 5.300 -0.276 1.353 0.150
C 0.101 -0.348 0.084 -0.570
O -0.210 0.828 0.688 -0.054
N 0.005 -0.523 -1.176 0.202
N 0.340 -1.449 0.775 0.160
H -0.146 0.262 -1.815 0.110
H 0.499 -1.308 -1.551 0.085
H 0.241 -1.261 1.811 0.119
H 0.287 -2.417 0.433 0.082
C -0.324 -2.994 3.669 -0.112
O -0.502 -1.566 3.545 -0.184
H 0.027 -3.395 2.787 0.035
H -1.189 -3.578 4.065 0.106
H 0.603 -3.209 4.241 0.094
H -0.590 -1.158 4.451 0.124
C 0.549 4.303 -1.927 -0.162
O 0.803 3.402 -0.906 -0.117
H -0.486 4.684 -1.885 0.100
H 0.679 3.860 -2.907 0.049
H 1.329 5.010 -1.868 0.066
H -0.057 3.100 -0.629 0.014
C -3.209 -1.923 -1.903 -0.150
O -2.798 -0.637 -1.518 -0.154
H -4.097 -2.083 -1.299 0.076
H -2.416 -2.681 -1.695 0.068
H -3.421 -1.787 -2.933 0.069
H -1.863 -0.774 -1.209 0.045
C 2.800 1.303 -1.671 -0.072
O 4.217 0.744 -1.626 -0.141
H 2.454 1.555 -0.671 0.051
H 2.063 0.675 -2.069 0.013
H 2.776 2.196 -2.203 0.059
H 4.812 1.496 -1.560 0.065
C -2.962 -1.815 1.613 -0.158
O -3.137 -1.894 3.004 -0.105
H -2.536 -0.857 1.333 0.052
H -3.923 -1.918 1.082 0.083
H -2.262 -2.603 1.221 0.074
H -2.359 -1.642 3.454 -0.004
```

The relative energy (zero: lowest compared OMol25 entry of this formula, charge and spin) is 0.0000 eV. For the gap between HOMO and LUMO, the calculation gives 0.3367 Eh.